Entry 1:
{"formula": "C32H52BiGeN14O5", "method": "wB97M-V/def2-TZVPD", "elements": ["Bi", "C", "C", "C", "C", "O", "Ge", "O", "C", "C", "C", "C", "O", "C", "C", "C", "C", "H", "H", "H", "H", "H", "H", "H", "H", "H", "H", "H", "H", "H", "H", "H", "H", "H", "H", "H", "H", "H", "H", "H", "H", "H", "H", "H", "N", "C", "C", "C", "C", "C", "C", "C", "C", "C", "C", "C", "C", "H", "H", "H", "H", "H", "H", "H", "H", "H", "H", "N", "C", "N", "N", "N", "N", "C", "N", "N", "N", "N", "H", "N", "C", "C", "C", "C", "N", "C", "N", "N", "C", "O", "O", "H", "H", "H", "H", "H", "H", "H", "H", "H", "H", "H", "H", "H", "H"], "coordinates": [[0.27, -0.46, 0.54], [-3.37, -3.37, -0.87], [-3.99, -2.08, -0.34], [-4.57, -2.31, 1.05], [-5.06, -1.58, -1.30], [-2.92, -1.12, -0.29], [-3.04, 0.46, 0.57], [-1.93, 0.25, 1.97], [-2.25, 0.58, 3.35], [-1.64, -0.49, 4.24], [-1.63, 1.94, 3.65], [-3.76, 0.63, 3.55], [-1.99, 1.48, -0.44], [-2.43, 2.33, -1.51], [-3.60, 3.20, -1.05], [-1.23, 3.20, -1.86], [-2.83, 1.47, -2.70], [-4.12, -4.16, -0.90], [-2.99, -3.22, -1.89], [-2.55, -3.69, -0.23], [-5.29, -3.13, 1.03], [-3.76, -2.56, 1.74], [-5.09, -1.42, 1.40], [-5.85, -2.32, -1.42], [-5.52, -0.66, -0.91], [-4.63, -1.36, -2.28], [-0.56, -0.53, 4.10], [-1.85, -0.25, 5.28], [-2.06, -1.47, 4.00], [-0.55, 1.88, 3.54], [-2.01, 2.70, 2.96], [-1.86, 2.25, 4.67], [-4.21, -0.32, 3.25], [-3.99, 0.80, 4.61], [-4.21, 1.44, 2.98], [-3.34, 3.70, -0.11], [-3.83, 3.96, -1.80], [-4.49, 2.59, -0.89], [-1.01, 3.88, -1.04], [-0.35, 2.57, -2.04], [-1.44, 3.78, -2.76], [-3.61, 0.75, -2.42], [-3.22, 2.09, -3.51], [-1.97, 0.92, -3.08], [3.39, 1.78, 0.00], [2.55, 2.84, 0.43], [2.45, 3.99, -0.35], [1.68, 5.06, 0.06], [0.99, 5.00, 1.27], [1.09, 3.86, 2.05], [1.85, 2.77, 1.64], [2.05, 1.61, 2.56], [2.79, 1.88, 3.72], [3.09, 0.89, 4.64], [2.66, -0.40, 4.40], [1.93, -0.68, 3.25], [1.61, 0.30, 2.31], [2.91, 1.22, -0.70], [3.60, 1.15, 0.76], [3.02, 4.04, -1.27], [1.63, 5.95, -0.55], [0.40, 5.84, 1.60], [0.57, 3.82, 3.00], [3.13, 2.90, 3.89], [3.66, 1.13, 5.52], [2.89, -1.20, 5.10], [1.60, -1.70, 3.10], [1.82, -3.87, 1.24], [0.52, -3.67, 1.61], [-0.23, -4.62, 2.13], [-1.43, -4.03, 2.33], [-1.41, -2.81, 1.96], [-0.16, -2.52, 1.49], [2.61, -2.96, 0.59], [3.85, -3.22, 0.22], [4.27, -2.09, -0.36], [3.34, -1.19, -0.35], [2.24, -1.72, 0.24], [2.22, -4.77, 1.44], [-0.11, -2.00, -1.74], [0.24, -1.37, -3.00], [1.11, -2.30, -3.86], [2.47, -2.64, -3.22], [3.66, -2.08, -3.99], [3.60, -0.63, -4.10], [4.17, 0.27, -3.30], [3.78, 1.54, -3.43], [5.18, -0.05, -2.47], [0.92, 0.01, -2.81], [1.15, 0.64, -3.87], [1.22, 0.41, -1.65], [0.26, -2.94, -1.63], [-1.11, -2.00, -1.56], [-0.66, -1.14, -3.57], [1.24, -1.84, -4.84], [0.53, -3.21, -4.03], [2.60, -3.72, -3.16], [2.50, -2.27, -2.20], [3.65, -2.47, -5.01], [4.60, -2.39, -3.53], [2.76, -0.27, -4.54], [2.83, 1.65, -3.79], [4.01, 2.16, -2.66], [5.15, -0.96, -2.03], [5.43, 0.68, -1.81]], "lowdin_spin": [0.0032, 0.0052, 0.0090, 0.0129, 0.0074, 0.1551, 0.3959, 0.1268, 0.0071, 0.0023, 0.0003, 0.0326, 0.1465, 0.0074, 0.0201, 0.0034, 0.0009, 0.0004, 0.0000, 0.0001, 0.0004, 0.0001, 0.0105, 0.0000, 0.0070, 0.0002, 0.0001, 0.0001, 0.0000, 0.0001, 0.0001, 0.0000, 0.0030, 0.0011, 0.0172, 0.0007, 0.0001, 0.0134, 0.0000, 0.0001, 0.0003, 0.0007, 0.0000, 0.0001, 0.0000, 0.0000, 0.0000, 0.0000, 0.0000, 0.0000, 0.0000, 0.0002, 0.0000, 0.0002, 0.0000, 0.0003, 0.0005, 0.0000, 0.0000, 0.0000, 0.0000, 0.0000, 0.0000, 0.0000, 0.0000, 0.0000, 0.0000, 0.0000, 0.0000, 0.0000, 0.0001, 0.0009, 0.0000, 0.0001, 0.0001, 0.0001, 0.0001, 0.0015, 0.0000, 0.0017, 0.0002, 0.0000, 0.0000, 0.0000, 0.0000, 0.0000, 0.0000, 0.0000, 0.0002, 0.0001, 0.0013, 0.0000, 0.0007, 0.0001, 0.0000, 0.0000, 0.0000, 0.0000, 0.0000, 0.0000, 0.0000, 0.0000, 0.0000, 0.0000, 0.0000], "fmax_ev_per_a": 0.773, "multiplicity": 2, "s_squared": 0.754, "de_lowest_kj_mol": 0.0, "energy_ev": -127484.922, "homo_energy_ev": [-8.230, -8.248]}

***

Entry 2:
{"formula": "C5H10O2", "method": "wB97M-V/def2-TZVPD", "elements": ["C", "C", "C", "C", "C", "O", "H", "H", "H", "H", "H", "H", "H", "H", "O", "H", "H"], "coordinates": [[1.67, -0.93, 0.79], [0.53, -0.37, 0.43], [-0.87, -0.92, 0.45], [-1.71, 0.22, -0.12], [-0.85, 1.45, 0.20], [0.49, 0.98, 0.13], [2.51, -0.29, 1.04], [1.78, -2.01, 0.85], [-1.08, -1.07, 1.51], [-1.00, -1.88, -0.05], [-2.70, 0.28, 0.33], [-1.81, 0.11, -1.21], [-1.02, 1.82, 1.22], [-0.96, 2.27, -0.51], [1.98, 0.07, -1.97], [1.81, 0.78, -1.33], [1.24, -0.52, -1.77]], "nbo_charge": [-0.4821, 0.2882, -0.4782, -0.4289, -0.0661, -0.5290, 0.2180, 0.2126, 0.2259, 0.2358, 0.2225, 0.2109, 0.1731, 0.1996, -0.9370, 0.4769, 0.4578], "fmax_ev_per_a": 0.518, "smiles": "C=C1CCCO1.O", "de_lowest_kj_mol": 187.2, "energy_ev": -9441.102, "homo_energy_ev": -8.784}

***

Entry 3:
{"formula": "C7H6O4", "method": "wB97M-V/def2-TZVPD", "elements": ["C", "C", "C", "C", "C", "C", "C", "H", "H", "H", "H", "H", "H", "O", "O", "O", "O"], "coordinates": [[0.94, -1.15, -0.15], [-0.53, -1.36, 0.20], [-1.47, -0.42, 0.18], [-3.00, -0.59, 0.03], [-1.01, 0.95, 0.19], [0.31, 1.14, -0.11], [1.36, 0.19, -0.25], [2.72, -1.58, -0.19], [-0.63, -2.60, 0.46], [-3.34, -1.72, 0.17], [-1.60, 1.93, 0.48], [1.65, 2.65, -0.85], [2.96, 1.46, 0.94], [1.81, -2.04, -0.37], [-3.76, 0.33, -0.53], [0.72, 2.55, -0.12], [2.86, 0.26, -0.07]], "nbo_charge": [0.3364, -0.2376, -0.1570, 0.4041, -0.2705, 0.2525, 0.1120, 0.5205, 0.2321, 0.1429, 0.2700, 0.4828, 0.4750, -0.6341, -0.5168, -0.7025, -0.7097], "fmax_ev_per_a": 8.316, "de_lowest_kj_mol": 780.6, "energy_ev": -15538.374, "homo_energy_ev": -8.510}

***

Entry 4:
{"formula": "C3H4N2S2", "method": "wB97M-V/def2-TZVPD", "elements": ["C", "N", "C", "N", "C", "S", "S", "H", "H", "H", "H"], "coordinates": [[-0.48, 0.69, -0.46], [0.82, -0.04, -0.27], [1.65, -0.53, -1.20], [2.16, -0.86, -2.20], [0.78, -0.94, 0.82], [-0.47, -0.85, 1.93], [2.22, -1.90, 1.01], [-0.50, 1.30, 0.41], [-0.47, 1.25, -1.38], [-1.29, -0.03, -0.49], [1.72, -2.40, 2.10]], "nbo_charge": [-0.3856, -0.4840, 0.3815, -0.2979, -0.0968, -0.0930, 0.1422, 0.2330, 0.2202, 0.2234, 0.1571], "fmax_ev_per_a": 3.428, "smiles": "CN(C#N)C(=S)S", "de_lowest_kj_mol": 186.5, "energy_ev": -27824.856, "homo_energy_ev": -9.158}

***

Entry 5:
{"formula": "C5H18O5", "method": "wB97M-V/def2-TZVPD", "elements": ["C", "C", "C", "C", "C", "O", "H", "H", "H", "H", "H", "H", "H", "H", "H", "H", "O", "H", "H", "O", "H", "H", "O", "H", "H", "O", "H", "H"], "coordinates": [[-0.36, 0.32, -2.26], [0.39, -1.03, -2.15], [1.92, -0.91, -2.52], [0.41, -1.46, -0.71], [-0.88, -2.02, -0.37], [-0.91, -2.11, 0.82], [-0.21, 0.90, -3.25], [-0.34, 0.92, -1.28], [-1.31, -0.12, -2.37], [-0.09, -1.83, -2.82], [2.66, -1.20, -1.72], [2.13, -1.61, -3.34], [2.08, 0.11, -2.86], [0.78, -0.57, -0.11], [1.30, -2.11, -0.27], [-1.75, -2.05, -1.06], [-1.02, 2.62, 1.34], [-1.83, 2.20, 1.06], [-0.59, 3.45, 1.04], [-2.77, 0.33, 0.63], [-2.67, -0.55, 1.05], [-3.74, 0.46, 0.52], [2.82, 1.75, 1.09], [3.47, 1.14, 1.43], [2.30, 1.73, 2.00], [0.48, 0.93, 3.00], [0.09, 0.13, 2.73], [0.14, 1.41, 2.31]], "nbo_charge": [-0.6278, -0.2282, -0.6117, -0.5330, 0.4258, -0.5523, 0.2195, 0.2312, 0.2026, 0.1896, 0.2049, 0.2084, 0.2109, 0.2647, 0.2559, 0.1379, -1.0277, 0.5248, 0.5105, -0.9718, 0.4966, 0.4789, -0.9493, 0.4587, 0.4843, -0.9484, 0.4634, 0.4816], "fmax_ev_per_a": 4.567, "smiles": "CC(C)CC=O.O.O.O.O", "de_lowest_kj_mol": 174.4, "energy_ev": -15711.791, "homo_energy_ev": -9.561}